(1)
This record from the Open Molecules 2025 dataset describes a gas-phase ion, C2H3IN (charge +1) in a non-equilibrium geometry. The level of theory is ωB97M-V with the def2-TZVPD basis set.

Values from the calculation:
Spin multiplicity: 1
Lowest unoccupied orbital energy (spin up / spin down) in eV: -7.33 / -6.78
Total charge: +1
HOMO-LUMO gap (spin up / spin down) in Ha: 0.28883 / 0.30907

Last column: natural (NBO) charge in e.
CARTESIAN COORDINATES (ANGSTROEM)
1 C 0.43084 1.96836 0.24287  -0.3997
2 C -0.86758 -2.47081 -0.26264  0.2551
3 N -0.49476 -1.36224 -0.25533  -0.4456
4 I 1.43756 0.31181 -0.30183  0.8296
5 H 0.31731 2.12012 1.27414  0.2259
6 H 0.51395 2.79298 -0.62014  0.2837
7 H -1.33731 -3.36023 -0.07708  0.2511

***

(2)
This record from the Open Molecules 2025 dataset describes 2 unconnected molecules or ions with the total composition C2H3IN2 in a non-equilibrium geometry. The level of theory is ωB97M-V with the def2-TZVPD basis set.

Values from the calculation:
Spin multiplicity: 1
Lowest unoccupied orbital energy in eV: -2.42
Total charge: 0
HOMO-LUMO gap in Ha: 0.24649

Last column: natural (NBO) charge in e.
CARTESIAN COORDINATES (ANGSTROEM)
1 C 0.81538 1.58903 -0.63429  0.3666
2 C -0.84677 -0.76411 0.42719  -0.3803
3 N 0.45933 2.70926 -0.54030  -0.3872
4 N 1.00534 0.31942 -0.78707  -0.6711
5 I -0.58145 -2.78513 0.40747  0.2700
6 H -0.77367 -0.28515 1.36351  0.1942
7 H -1.85868 -0.60691 0.02316  0.2110
8 H 1.78052 -0.17641 -0.25967  0.3968

***

(3)
This record from the Open Molecules 2025 dataset describes 2 unconnected molecules or ions with the total composition C2H3IN2O in a non-equilibrium geometry. The level of theory is ωB97M-V with the def2-TZVPD basis set.

Values from the calculation:
Spin multiplicity: 3
Lowest unoccupied orbital energy (spin up / spin down) in eV: 0.22 / -1.69
Total charge: 0
HOMO-LUMO gap (spin up / spin down) in Ha: 0.24670 / 0.31972

Last column: Löwdin spin population.
CARTESIAN COORDINATES (ANGSTROEM)
1 C 1.93251 1.04354 -1.38076  0.0015
2 C -0.55458 -1.02401 0.90715  0.7080
3 N 1.86110 1.59151 -0.37886  0.0021
4 N -1.22008 -0.15864 0.15264  0.4965
5 O -1.29998 -0.14872 -1.08180  0.6218
6 I -0.66924 -0.85439 2.97480  0.1274
7 H 1.75321 0.67148 -2.27980  0.0003
8 H 0.11576 -1.66187 0.43983  0.0419
9 H -1.91869 0.54111 0.64681  0.0004

***

(4)
This record from the Open Molecules 2025 dataset describes C2H3IN4 in the gas phase in a non-equilibrium geometry. The level of theory is ωB97M-V with the def2-TZVPD basis set.

Values from the calculation:
Spin multiplicity: 1
Lowest unoccupied orbital energy in eV: -0.36
Total charge: 0
HOMO-LUMO gap in Ha: 0.35592

Last column: natural (NBO) charge in e.
CARTESIAN COORDINATES (ANGSTROEM)
1 C -0.96314 0.24241 -0.96942  0.1219
2 C 0.99127 -0.74974 0.42520  -0.3133
3 N -1.86741 1.07000 -0.56032  -0.2814
4 N -1.58937 1.45541 0.66464  -0.0701
5 N -0.54623 0.88607 1.09475  -0.0305
6 N -0.05796 0.15295 0.15618  -0.2310
7 I 3.05991 -0.02842 0.12666  0.0600
8 H -1.05129 -0.25829 -2.00149  0.2525
9 H 1.06186 -1.54498 -0.36635  0.2394
10 H 0.96237 -1.22542 1.43013  0.2525

***

(5)
This record from the Open Molecules 2025 dataset describes a gas-phase ion, C2H3INO2 (charge -1) in a non-equilibrium geometry. The level of theory is ωB97M-V with the def2-TZVPD basis set.

Values from the calculation:
Spin multiplicity: 1
Lowest unoccupied orbital energy in eV: 3.39
Total charge: -1
HOMO-LUMO gap in Ha: 0.23047

Last column: natural (NBO) charge in e.
CARTESIAN COORDINATES (ANGSTROEM)
1 C 0.51428 -0.60582 0.15994  0.8765
2 C -1.27050 -1.18903 -1.17501  -0.3172
3 N 1.00376 0.16389 1.18612  -0.8766
4 O 1.19874 -1.58005 -0.16285  -0.6886
5 O -0.61585 -0.19908 -0.27073  -0.5659
6 I -3.41303 -0.36718 -1.23448  -0.2868
7 H -1.04064 -0.87732 -2.18251  0.0961
8 H 0.38394 0.64072 1.91479  0.3790
9 H 1.92358 -0.15375 1.68332  0.3836

***

(6)
This record from the Open Molecules 2025 dataset describes C2H3IO2 in the gas phase in a non-equilibrium geometry. The level of theory is ωB97M-V with the def2-TZVPD basis set.

Values from the calculation:
Spin multiplicity: 3
Lowest unoccupied orbital energy (spin up / spin down) in eV: 0.70 / -3.31
Total charge: 0
HOMO-LUMO gap (spin up / spin down) in Ha: 0.28304 / 0.24640

Last column: Löwdin spin population.
CARTESIAN COORDINATES (ANGSTROEM)
1 C -1.58517 0.71345 -0.10135  0.0300
2 C -0.31815 0.01949 0.18094  0.0212
3 O -2.46526 -0.22101 0.29308  0.4637
4 O -1.82261 1.75367 -0.60065  0.0319
5 I -4.37207 -0.09229 0.04014  1.4470
6 H -0.45246 -0.78239 0.96438  0.0014
7 H -0.25620 -0.38986 -0.79710  0.0012
8 H 0.40404 0.77744 0.51247  0.0035

***

(7)
This record from the Open Molecules 2025 dataset describes 2 unconnected molecules or ions with the total composition C2H3IOS in a non-equilibrium geometry. The level of theory is ωB97M-V with the def2-TZVPD basis set.

Values from the calculation:
Spin multiplicity: 1
Lowest unoccupied orbital energy in eV: -0.46
Total charge: 0
HOMO-LUMO gap in Ha: 0.28952

Last column: natural (NBO) charge in e.
CARTESIAN COORDINATES (ANGSTROEM)
1 C 0.88769 0.36610 0.69706  -0.1441
2 C -0.23107 -0.44169 0.79536  -0.0859
3 O -0.30427 -1.37088 -0.21788  -0.6885
4 S 2.32970 0.85340 0.53966  0.2221
5 I -0.70466 1.92927 -2.15997  -0.0623
6 H -1.24876 1.05047 -1.21353  0.0632
7 H -1.02633 -0.25632 1.54792  0.2102
8 H 0.29770 -2.13034 0.01138  0.4852

***

(8)
This record from the Open Molecules 2025 dataset describes a molecular structure, C2H3LiO2Tl in a non-equilibrium geometry. The level of theory is ωB97M-V with the def2-TZVPD basis set.

Values from the calculation:
Spin multiplicity: 2
Lowest unoccupied orbital energy (spin up / spin down) in eV: -12.13 / -11.55
Total charge: +2
HOMO-LUMO gap (spin up / spin down) in Ha: 0.18793 / 0.27748

Last column: Löwdin spin population.
CARTESIAN COORDINATES (ANGSTROEM)
1 H 3.41023 1.38065 0.89475  0.6601
2 O 1.60017 0.04069 1.19214  0.0393
3 C 0.67946 0.25026 0.37962  0.1085
4 C -0.32641 -0.68747 0.05414  0.1024
5 O -1.39058 -0.34433 -0.63961  0.0735
6 Li -1.66274 1.50182 -0.88341  0.0040
7 Tl -2.72743 -1.64064 -1.22636  0.0011
8 H 0.64021 1.22530 -0.16601  0.0076
9 H -0.22291 -1.72628 0.39474  0.0035

***

(9)
This record from the Open Molecules 2025 dataset describes C2H3N in the gas phase in a non-equilibrium geometry. The level of theory is ωB97M-V with the def2-TZVPD basis set.

Values from the calculation:
Spin multiplicity: 1
Lowest unoccupied orbital energy in eV: 0.77
Total charge: 0
HOMO-LUMO gap in Ha: 0.45856

Last column: natural (NBO) charge in e.
CARTESIAN COORDINATES (ANGSTROEM)
1 C 0.46329 0.04026 -0.03739  -0.7302
2 C -0.97599 -0.04723 -0.13668  0.2754
3 H 0.69007 -0.07090 1.04546  0.2588
4 H 1.02905 -0.89702 -0.46885  0.2551
5 H 0.90749 0.95090 -0.39968  0.2573
6 N -2.11390 0.02399 -0.00286  -0.3164

***

(10)
This record from the Open Molecules 2025 dataset describes a gas-phase ion, C2H3N2O2 (charge -1) in a non-equilibrium geometry. The level of theory is ωB97M-V with the def2-TZVPD basis set.

Values from the calculation:
Spin multiplicity: 1
Lowest unoccupied orbital energy in eV: 4.41
Total charge: -1
HOMO-LUMO gap in Ha: 0.24941

Last column: natural (NBO) charge in e.
CARTESIAN COORDINATES (ANGSTROEM)
1 C -0.03990 -0.67713 -0.01885  -0.3750
2 C -0.84041 -0.76999 1.09907  0.2638
3 N 0.44906 0.46151 -0.66831  -0.3539
4 N 0.48636 1.80171 -0.38565  0.1844
5 O 1.18133 2.41116 -1.26730  -0.5627
6 O -1.13767 0.12936 1.91425  -0.7292
7 H 0.19266 -1.63595 -0.39878  0.1744
8 H -1.17190 -1.88972 1.19601  0.0451
9 H 0.88048 0.16906 -1.47043  0.3531

***

(11)
This record from the Open Molecules 2025 dataset describes a gas-phase ion, C2H3N2O2 (charge +1) in a non-equilibrium geometry. The level of theory is ωB97M-V with the def2-TZVPD basis set.

Values from the calculation:
Spin multiplicity: 1
Lowest unoccupied orbital energy (spin up / spin down) in eV: -8.30 / -8.30
Total charge: +1
HOMO-LUMO gap (spin up / spin down) in Ha: 0.27627 / 0.27625

Last column: natural (NBO) charge in e.
CARTESIAN COORDINATES (ANGSTROEM)
1 C -0.74580 -0.41695 0.18234  0.1944
2 C 1.69738 0.02366 -0.12769  0.5484
3 N -1.92667 -0.01582 0.02158  0.3362
4 N 0.32959 0.37874 -0.06264  -0.6008
5 O 2.54885 0.86066 -0.16708  -0.4124
6 O -3.01534 0.29325 -0.21512  0.0505
7 H -0.57545 -1.46175 0.25912  0.2971
8 H 1.71983 -1.05141 -0.00660  0.1429
9 H -0.03237 1.38962 0.11609  0.4437

***

(12)
This record from the Open Molecules 2025 dataset describes a gas-phase ion, C2H3N2O2 (charge +1) in a non-equilibrium geometry. The level of theory is ωB97M-V with the def2-TZVPD basis set.

Values from the calculation:
Spin multiplicity: 1
Lowest unoccupied orbital energy (spin up / spin down) in eV: -7.42 / -7.42
Total charge: +1
HOMO-LUMO gap (spin up / spin down) in Ha: 0.29345 / 0.29339

Last column: natural (NBO) charge in e.
CARTESIAN COORDINATES (ANGSTROEM)
1 C 0.37121 0.07382 0.35616  -0.1884
2 C 1.04966 0.84523 1.25897  -0.0657
3 N -0.93973 0.45656 0.14276  0.2131
4 N -0.82814 -0.89012 -1.91475  0.4684
5 O -1.66846 -0.07566 -0.68058  -0.1665
6 O -1.18658 -1.93843 -2.09937  -0.0084
7 H 0.52577 -0.89598 -0.30051  0.2250
8 H 0.53328 1.66605 1.82028  0.2660
9 H 2.14299 0.75853 1.41705  0.2566

***

Q: Which molar mass values were calculated for the entries above? A: 167.96, 181.96, 197.96, 209.98, 199.95, 185.95, 202.02, 270.37, 41.05, 87.06, 87.06, 87.06, in u.
Q: Which total energy values were calculated for the entries above? A: -430.033216, -485.053979, -560.231475, -594.654738, -580.930566, -526.039793, -849.012847, -407.654527, -132.742572, -337.922713, -337.553037, -337.480014, in a.u..
Q: Which energy relative to the best compared isomer or geometry (same formula, charge and spin) values were calculated for the entries above? A: 59.42, 65.14, 49.08, 3.31, 57.01, 0.00, 68.81, 41.74, 5.73, 54.39, 116.18, 162.01, in kcal per mole.